a | Density functional theory data (wB97M-V/def2-TZVPD) for a 2-piece molecular cluster, C3H11N2 overall.

Output
LUMO = -3.36 eV
Net charge = +1
Kohn-Sham gap = 9.978 eV

Geometry as XYZ:
```
16
C3H11N2 wB97M-V/def2-TZVPD
C 2.525 0.177 0.291
N 1.229 0.143 -0.475
H 2.795 -0.857 0.435
H 2.323 0.673 1.294
H 3.347 0.897 -0.161
H 0.720 1.041 -0.653
H 1.284 -0.165 -1.401
H 0.574 -0.455 0.005
C -2.421 0.770 -0.459
C -1.823 -0.052 0.470
N -0.839 -1.132 0.446
H -2.160 0.523 -1.447
H -3.335 1.363 -0.336
H -2.038 0.294 1.459
H -1.190 -1.796 1.098
H -0.992 -1.424 -0.567
```

=====

b | Density functional theory data (wB97M-V/def2-TZVPD) for a 2-piece molecular cluster, C3H11N2 overall.

Output
LUMO = -4.91 eV
Net charge = +1
Kohn-Sham gap = 8.290 eV

Geometry as XYZ:
```
16
C3H11N2 wB97M-V/def2-TZVPD
C -1.841 1.059 0.186
C -0.836 -1.238 0.220
C 1.811 0.537 0.136
N 2.432 -0.359 -0.571
N -0.734 0.175 -0.126
H -2.856 0.653 -0.232
H -1.984 1.002 1.332
H -1.612 2.061 -0.164
H -0.259 -1.847 -0.565
H -0.195 -1.339 1.113
H -1.816 -1.625 0.428
H 1.446 1.436 -0.288
H 1.776 0.528 1.191
H 2.582 -1.178 -0.057
H 2.547 -0.150 -1.544
H -0.463 0.284 -1.058
```

=====

c | Density functional theory data (wB97M-V/def2-TZVPD) for a 2-piece molecular cluster, C3H11N2 overall.

Output
LUMO = -4.48 eV
Net charge = +1
Kohn-Sham gap = 10.190 eV

Geometry as XYZ:
```
16
C3H11N2 wB97M-V/def2-TZVPD
C -3.371 0.316 0.768
C -1.840 0.477 1.125
H -3.414 0.496 -0.334
H -3.786 -0.704 0.955
H -3.962 1.155 1.226
H -1.285 -0.283 0.538
H -1.657 0.259 2.237
H -1.388 1.490 0.869
N 2.567 -0.148 0.257
C 1.636 -0.640 -0.501
N 1.417 -0.196 -1.793
H 3.051 0.752 0.036
H 2.624 -0.447 1.214
H 0.968 -1.334 -0.067
H 0.456 -0.323 -1.988
H 1.951 0.425 -2.287
```

=====

What is the least stable structure shown above? It is b.